# 1
{"formula": "C10H14CoN3O8P2S", "method": "wB97M-V/def2-TZVPD", "species": ["Co", "N", "C", "S", "N", "N", "C", "C", "C", "C", "C", "C", "C", "O", "H", "H", "H", "H", "H", "H", "H", "C", "C", "O", "P", "O", "O", "O", "P", "O", "O", "O", "H", "H", "H", "H", "H", "H", "H"], "coordinates": [[0.33161, -0.34308, 1.11205], [-2.23128, 2.12388, 3.48451], [-1.21363, 1.55685, 2.82613], [-0.81966, -0.08863, 3.21260], [-0.58351, 2.32752, 1.94873], [0.41479, 1.74145, 1.32636], [1.14389, 2.46746, 0.52145], [2.32068, 1.96739, -0.08086], [3.07832, 2.81599, -0.91607], [4.25015, 2.39999, -1.47971], [4.72048, 1.08705, -1.23793], [4.03180, 0.22887, -0.43547], [2.81224, 0.62437, 0.18610], [2.21542, -0.17544, 0.97052], [-2.75880, 1.58354, 4.14255], [-2.50479, 3.06644, 3.26236], [0.85873, 3.50422, 0.34178], [2.70764, 3.81704, -1.10351], [4.82908, 3.06602, -2.10456], [5.64164, 0.75908, -1.70271], [4.38150, -0.77777, -0.25049], [-3.37345, -2.17650, -1.56014], [-1.90489, -2.08572, -1.20049], [-1.08607, -2.85529, -2.08265], [-1.54951, -2.76965, 0.47530], [-1.74293, -4.33440, 0.30712], [-2.69047, -2.43683, 1.50620], [-0.18089, -2.39857, 0.94109], [-1.26747, -0.37361, -1.04117], [-1.96610, 0.49728, -2.19326], [0.22000, -0.41205, -1.24470], [-1.69566, 0.07464, 0.33004], [-3.75127, -3.18764, -1.40658], [-3.50706, -1.90057, -2.60524], [-3.93435, -1.48307, -0.93346], [-0.22025, -2.41629, -2.11885], [-1.23030, -4.66600, -0.44839], [-2.45510, -1.65695, 2.05426], [-1.29054, 0.82900, -2.80291]], "mulliken_charge": [0.78, -0.37, 0.72, -0.54, -1.24, 0.89, -0.31, 0.87, -0.88, -0.53, -0.45, -0.65, 0.92, -0.92, 0.22, 0.25, 0.34, 0.36, 0.41, 0.38, 0.44, -1.69, 1.12, -0.62, 0.82, -0.58, -0.54, -0.72, 0.96, -0.62, -0.80, -0.59, 0.41, 0.38, 0.38, 0.38, 0.40, 0.30, 0.33], "lumo_ev": [-0.136, -2.550], "gap_ev": [7.934, 5.800], "spin_multiplicity": 5}

# 2
{"formula": "C43H35N4O2S6Tc", "method": "wB97M-V/def2-TZVPD", "species": ["Tc", "C", "C", "N", "N", "C", "N", "S", "C", "C", "C", "C", "C", "N", "H", "H", "H", "H", "H", "H", "H", "H", "H", "C", "C", "C", "C", "C", "C", "C", "S", "O", "C", "C", "C", "C", "C", "C", "C", "C", "C", "C", "C", "C", "C", "C", "C", "C", "C", "C", "C", "C", "S", "O", "C", "C", "C", "C", "C", "C", "C", "H", "H", "H", "H", "H", "H", "H", "H", "H", "H", "H", "H", "H", "H", "H", "H", "H", "H", "H", "H", "H", "H", "H", "H", "H", "H", "S", "C", "S", "S"], "coordinates": [[-0.02324, 1.27518, 1.94454], [0.64973, 0.18364, 6.13868], [0.78733, 0.62983, 4.72503], [-0.23406, 0.67561, 3.89951], [-1.41696, 0.28471, 4.39668], [-2.26428, -0.20484, 3.55146], [-3.50075, -0.56976, 3.91248], [-1.77745, -0.43149, 1.88593], [2.00328, 1.10702, 4.15485], [3.23577, 1.12263, 4.82337], [4.33575, 1.68757, 4.22265], [4.16702, 2.26750, 2.96825], [2.93671, 2.18399, 2.35189], [1.86941, 1.59099, 2.89313], [-0.17712, -0.51627, 6.21723], [0.42805, 1.04495, 6.76533], [1.55999, -0.28397, 6.49769], [-3.74550, -0.57021, 4.88883], [-4.04144, -1.12701, 3.27483], [3.31300, 0.68404, 5.80303], [5.29652, 1.69413, 4.71362], [4.98370, 2.75650, 2.46294], [2.81454, 2.61506, 1.36745], [1.67688, -6.76325, -2.34124], [1.42716, -5.45109, -1.66966], [2.24526, -5.02876, -0.62442], [2.02456, -3.81995, 0.00929], [0.96957, -3.02659, -0.40188], [0.12353, -3.44319, -1.41570], [0.35990, -4.64650, -2.05404], [0.58738, -1.41539, 0.33450], [1.12663, -1.36852, 1.71416], [1.78673, -0.48277, -0.62025], [3.14398, -0.59107, -0.46376], [4.00735, 0.20684, -1.20064], [3.51770, 1.11322, -2.17255], [4.38204, 1.81995, -3.03067], [3.88360, 2.68021, -3.97841], [2.51054, 2.86161, -4.11127], [1.64027, 2.17560, -3.28366], [2.12274, 1.30576, -2.32041], [1.19364, 0.65621, -1.33778], [-0.16097, 0.35608, -1.91153], [-0.14492, -0.52880, -3.03525], [1.01892, -1.20158, -3.47201], [0.98588, -2.04861, -4.54437], [-0.20921, -2.28505, -5.23524], [-1.35615, -1.66100, -4.83448], [-1.35135, -0.77325, -3.73865], [-2.52245, -0.10096, -3.33574], [-2.52217, 0.71449, -2.24147], [-1.35284, 0.90134, -1.48418], [-1.52712, 1.89963, 0.06358], [-1.36703, 3.30464, -0.27882], [-3.31480, 1.82736, 0.46163], [-3.84508, 3.00654, 0.96009], [-5.15842, 3.06149, 1.39248], [-5.96320, 1.92863, 1.34269], [-7.37952, 1.94805, 1.82505], [-5.41438, 0.74765, 0.84991], [-4.10256, 0.68487, 0.41196], [2.72467, -6.86579, -2.61273], [1.06946, -6.87485, -3.23498], [1.43278, -7.57795, -1.66177], [3.06567, -5.65721, -0.30994], [2.64558, -3.49769, 0.83074], [-0.71759, -2.82539, -1.69298], [-0.29248, -4.96039, -2.85569], [3.53434, -1.32830, 0.22092], [5.07167, 0.10257, -1.06266], [5.44665, 1.66873, -2.93644], [4.55725, 3.21818, -4.62681], [2.12381, 3.53799, -4.85784], [0.57591, 2.32785, -3.38459], [1.95056, -1.07339, -2.94841], [1.88770, -2.55148, -4.85657], [-0.21269, -2.95742, -6.07920], [-2.28683, -1.84192, -5.34956], [-3.42401, -0.24849, -3.90955], [-3.41599, 1.24745, -1.96232], [-3.22533, 3.88789, 0.98283], [-5.55266, 3.99401, 1.76983], [-7.77413, 2.96003, 1.84020], [-7.42722, 1.54425, 2.83719], [-8.01764, 1.32872, 1.19794], [-6.03054, -0.13918, 0.80989], [-3.70324, -0.24254, 0.02890], [1.15351, 5.55585, 1.02160], [0.20888, 4.70814, 1.90608], [-0.73288, 3.87815, 2.84380], [1.12272, 2.01854, -0.03456]], "mulliken_charge": [1.08, -1.76, 0.29, 1.38, -1.83, 0.62, -0.36, -0.52, 0.82, -0.93, -0.54, -1.25, -0.15, 0.37, 0.45, 0.29, 0.48, 0.25, 0.20, 0.35, 0.45, 0.51, 0.65, -1.60, 1.07, -0.92, -0.27, 0.15, -0.47, -1.02, 0.98, -0.65, -0.01, -1.31, -1.64, 0.84, -1.15, -0.72, -1.08, -0.62, -0.25, 3.61, -2.70, 1.31, -0.61, -0.82, -0.86, -0.96, 1.30, -1.45, -0.77, 1.26, 1.71, -0.63, 0.01, -1.04, -0.94, 0.98, -1.59, -0.97, -0.05, 0.38, 0.35, 0.33, 0.43, 0.50, 0.54, 0.37, 0.53, 0.48, 0.50, 0.44, 0.48, 0.62, 0.09, 0.50, 0.43, 0.50, 0.46, 0.97, 0.61, 0.41, 0.39, 0.28, 0.40, 0.45, 0.73, -0.16, 0.64, -0.28, -0.37], "charge": 1, "lumo_ev": [-3.466, -3.489], "gap_ev": [5.567, 6.542], "spin_multiplicity": 2}

# 3
{"formula": "CH3NO2", "method": "wB97M-V/def2-TZVPD", "species": ["C", "N", "O", "O", "H", "H", "H"], "coordinates": [[-1.38706, 1.10268, -0.26965], [-1.03576, -0.07269, -0.89293], [-1.95882, 0.09402, 0.28403], [1.29804, -0.54064, 0.54772], [1.25815, 0.34281, 1.03388], [-0.11213, -0.44039, -0.53297], [1.93757, -0.48579, -0.17007]], "mulliken_charge": [0.01, -0.31, -0.13, -0.74, 0.37, 0.45, 0.35], "e_above_lowest_ev": 5.675, "lumo_ev": 0.432, "gap_ev": 10.868}

# 4
{"formula": "C4H4N4S2", "method": "wB97M-V/def2-TZVPD", "species": ["C", "C", "C", "C", "H", "H", "H", "H", "N", "N", "N", "N", "S", "S"], "coordinates": [[2.15146, 0.15759, 0.10496], [-0.14415, -0.71201, 0.01818], [-2.53185, 0.03634, 0.69304], [-2.04442, 1.47152, 0.27559], [3.92658, 0.84054, 1.06680], [4.15311, 0.23668, -0.78796], [-2.25633, -0.25200, 1.74058], [-3.55346, -0.05818, 0.61616], [3.42580, 0.56261, 0.09203], [1.58086, -0.10821, 1.41636], [0.45661, -0.64434, 1.19288], [-2.00672, 2.42726, -0.35352], [-1.67664, -1.32842, -0.38426], [0.98590, -0.05589, -1.21702]], "mulliken_charge": [0.41, 0.38, -0.62, 0.32, 0.30, 0.29, 0.30, 0.41, -0.47, -0.62, -0.12, -0.40, -0.11, -0.09], "e_above_lowest_ev": 0.146, "lumo_ev": 0.100, "smiles": "N#CCSc1nnc(N)s1", "gap_ev": 8.385}

# 5
{"formula": "C2H3NS", "method": "wB97M-V/def2-TZVPD", "species": ["C", "C", "N", "S", "H", "H", "H"], "coordinates": [[0.06561, 0.47905, -0.27659], [1.81085, -1.07255, -0.69750], [-1.03455, 0.05354, 0.41244], [1.77169, 0.16141, 0.30227], [-0.05808, 0.91634, -1.27309], [-1.02044, 0.21543, 1.45707], [-1.53509, -0.75322, 0.07540]], "mulliken_charge": [-0.27, -0.16, -0.41, -0.02, 0.38, 0.26, 0.23], "e_above_lowest_ev": 4.852, "lumo_ev": [0.163, 0.168], "gap_ev": [8.079, 8.081]}

# 6
{"formula": "CH5INP", "method": "wB97M-V/def2-TZVPD", "species": ["C", "N", "P", "I", "H", "H", "H", "H", "H"], "coordinates": [[-1.26459, -0.08599, 0.23671], [1.34954, -0.08997, 0.72880], [0.29539, 1.01243, 0.04080], [0.59003, 0.87627, -2.79799], [-2.13428, 0.35475, -0.26349], [-1.32201, -0.47744, 1.19396], [-0.92144, -0.88870, -0.40503], [2.19338, 0.37537, 0.88626], [1.21397, -1.07672, 0.37999]], "mulliken_charge": [-1.01, -0.47, 0.20, -0.28, 0.31, 0.40, 0.31, 0.26, 0.29], "e_above_lowest_ev": 0.644, "lumo_ev": -0.521, "smiles": "CP(N)I", "gap_ev": 8.280}

Calculated maximum force, 1.623 2.248 2.104 5.546 1.989 3.964 eV/Å (same order as the records).